Formula: C11H10N2O2
Source: the Open Molecules 2025 dataset
Level of theory: wB97M-V/def2-TZVPD

CARTESIAN COORDINATES (ANGSTROEM)
C  -2.70057  2.16753  -0.13694
C  -1.40483  2.80219  -0.02203
C  -2.75465  0.81140  0.04120
C  -0.25114  2.01102  0.15213
C  -1.76883  -1.45682  0.20754
C  -0.69057  -2.25505  0.19204
C  -1.61196  -0.02516  0.21166
C  -0.39051  0.63206  0.24731
C  0.56060  -1.64469  0.25302
C  0.70978  -0.30072  0.21819
C  1.73570  -2.55222  -0.08742
N  2.79487  0.94352  -0.65214
N  2.41665  0.25675  0.38528
O  3.83610  1.59262  -0.65998
O  2.94404  0.20248  1.47984
H  -3.55173  2.66473  -0.41580
H  -1.22099  3.91535  0.03716
H  -3.71869  0.39496  -0.18516
H  0.65010  2.49213  0.30366
H  -2.71610  -1.81875  0.39700
H  -0.86260  -3.33390  0.24905
H  1.36384  -3.26402  -0.89864
H  2.44094  -1.94926  -0.50249
H  2.08495  -3.22207  0.69374
H  2.10561  0.93591  -1.50819

Results
HOMO-LUMO gap (alpha / beta), eV: 8.313 / 8.312
E, eV: -18638.0605
Spin multiplicity: 1
Energy above the lowest of the compared OMol25 structures with the same formula, charge and spin, eV: 6.5704
M, Da: 202.2